(1)
The following is a quantum chemistry calculation of C2H2N2OS in the gas phase, from OMol25.

Values from the calculation:
total charge	0
energy relative to the best compared isomer or geometry (same formula, charge and spin)	23.0	kcal/mol
SMILES string	S=c1[nH]nco1

The geometry in XYZ format:
```
8
Properties=species:S:1:pos:R:3:forces:R:3:mulliken_charge:R:1
S -1.9889 -0.0211 0.0097 0.61 -0.38 -0.03 -0.37
O 0.4894 -1.0700 -0.0126 2.54 -2.57 0.30 -0.27
N 0.4744 0.9984 -0.0647 0.96 4.26 0.96 0.13
N 1.8228 0.7202 -0.0191 -0.56 -2.29 0.70 -0.49
C 1.8122 -0.5741 0.0777 -0.09 0.41 -1.61 0.05
C -0.3341 -0.0645 -0.0308 -1.75 1.59 0.32 0.33
H 0.2696 1.9645 0.3143 -0.29 -1.82 -1.14 0.29
H 2.6893 -1.2660 -0.0649 -1.42 0.80 0.51 0.33
```
Positions in Å, forces in eV/Å.

---

(2)
The following is a quantum chemistry calculation of 2 unconnected molecules or ions with the total composition C17H9F6N2O3S2, from OMol25.

Values from the calculation:
total charge	-1
energy relative to the best compared isomer or geometry (same formula, charge and spin)	26.5	kcal/mol

The geometry in XYZ format:
```
39
Properties=species:S:1:pos:R:3:forces:R:3:mulliken_charge:R:1
S 2.7963 5.2160 0.1860 -0.33 -0.32 1.04 1.09
S 5.3246 3.9973 1.4210 -1.64 0.61 0.69 -0.10
F -3.8263 -0.8940 -0.5708 0.48 -0.79 0.30 -0.28
F 4.1883 4.5099 3.8223 1.18 0.35 -0.74 -0.22
F -2.7242 -2.2459 0.7859 -0.56 -0.04 -0.68 -0.27
F 6.3917 4.4476 3.7813 -0.73 0.45 -0.49 -0.24
F 5.3121 6.1999 2.9861 0.04 -1.19 0.26 -0.22
F -2.6965 -2.5886 -1.4052 -0.27 0.35 0.90 -0.29
O 2.8395 4.8056 -1.1840 0.41 0.57 0.49 -0.57
O 3.1398 6.5557 0.5843 0.00 -0.80 -0.28 -0.66
O 3.2331 1.7472 1.4919 -0.51 3.27 0.91 -0.68
N 3.5957 4.0763 1.2270 2.79 0.13 -0.76 0.06
N 3.7689 1.3335 -2.7267 -0.99 -0.14 1.02 -0.81
C 2.8863 1.5082 -1.9691 2.15 0.33 -1.58 0.06
C 1.4587 3.4135 1.5504 -0.46 -0.76 -0.20 0.62
C 0.0880 5.2892 1.0206 0.12 -0.01 -0.05 -0.90
C 2.8309 2.9134 1.4503 0.67 -3.36 -0.49 0.21
C -0.3055 -1.1992 -1.2192 0.54 0.50 -0.42 -0.55
C 1.8691 1.8671 -1.1175 -2.02 -0.37 -0.01 -0.09
C -0.9249 4.7299 1.8143 0.31 -0.04 0.08 -0.50
C 0.7305 1.0240 -1.0154 0.25 -0.02 -0.41 1.12
C 0.4034 2.7533 2.1671 0.32 0.04 0.13 -0.40
C 1.3108 4.6432 0.9472 -1.29 0.54 0.47 0.55
C -0.7358 3.4964 2.4571 -0.07 0.30 -0.48 -0.73
C -1.4426 -0.7434 -0.5618 -1.24 -0.72 0.52 0.05
C -1.5093 0.5684 -0.0927 0.28 0.28 -0.79 -0.49
C 5.2909 4.8443 3.0891 -0.22 -0.02 0.07 0.73
C -0.5203 1.4577 -0.4918 -0.13 0.42 0.94 -0.78
C 0.7548 -0.3307 -1.4573 -0.22 -0.96 0.20 -0.90
C -2.6704 -1.6225 -0.4356 1.17 0.72 -0.16 0.84
H -0.0015 6.2357 0.5095 -0.40 0.11 0.03 0.47
H -1.4627 3.1246 3.1776 -0.10 -0.07 -0.52 0.44
H -1.8756 5.2482 1.9163 0.25 0.01 0.10 0.40
H 1.6307 -0.7288 -1.9764 -0.15 0.27 0.26 0.33
H -0.6966 2.5321 -0.3600 0.27 -0.35 0.29 0.45
H -0.2541 -2.2421 -1.5362 0.00 0.35 -0.10 0.36
H -2.3416 0.8888 0.5394 0.01 0.08 -0.58 0.34
H 1.7806 2.8965 -0.8195 -0.03 -0.15 -0.41 0.11
H 0.5059 1.6875 2.3764 0.10 0.42 0.46 0.43
```
Positions in Å, forces in eV/Å.

---

(3)
The following is a quantum chemistry calculation of a molecular structure, C29H31ClNOOs, from OMol25.

Values from the calculation:
total charge	+1
multiplicity	5
⟨S²⟩	6.014
energy	-49086.8618	eV

The geometry in XYZ format:
```
64
Properties=species:S:1:pos:R:3:forces:R:3:mulliken_charge:R:1
Os -0.8046 -0.1864 0.2910 4.34 4.08 5.32 1.45
Cl -2.8765 2.4790 3.5915 -0.09 0.08 0.37 -0.20
O 0.1577 -0.1562 2.0718 -0.21 -0.77 0.30 -1.04
N 1.9035 -1.6355 2.0281 0.87 -0.50 1.12 -0.04
C -4.9746 3.6112 0.3736 0.23 -0.23 0.24 -0.67
C 1.3139 -5.4704 -1.0944 -0.11 0.01 0.01 -0.45
C -2.5841 -0.9989 -0.1382 -2.80 -0.45 -0.60 -0.95
C -0.8253 -0.8834 -1.6338 -0.95 -0.91 -1.91 -1.19
C -0.0358 2.6715 -2.6390 -0.04 0.07 -0.10 -0.46
C 0.2107 -4.7418 0.9270 0.13 0.19 -0.19 -0.11
C 1.6343 0.3280 0.2978 -0.50 -1.07 -0.18 -0.51
C 3.5818 0.6091 -1.3197 0.83 0.12 -0.38 -1.61
C -1.6830 -2.0553 0.1482 0.06 -1.30 0.28 -0.80
C 1.1502 3.3572 -0.7925 -0.19 0.66 -0.37 -0.45
C 2.3299 -3.7556 0.3142 -0.26 -0.24 -0.34 -0.15
C 3.3612 2.1191 0.7057 0.21 0.26 -0.35 -2.00
C 0.2377 -5.5617 -0.2001 0.16 0.07 0.10 -0.70
C 1.7760 2.1759 -1.2610 -0.80 -1.01 1.35 0.26
C -2.0789 -0.3327 -1.2817 -1.54 -0.34 -2.56 -0.48
C 2.3789 -4.6021 -0.8176 -0.34 0.09 0.35 -0.57
C -4.5588 3.4184 1.7016 -0.36 0.13 -0.33 -0.37
C -2.5720 2.2808 0.9068 -0.58 1.26 0.28 0.21
C 1.3508 -0.4647 1.5778 0.53 1.71 0.50 -1.27
C 0.9505 -2.7692 2.2626 0.52 0.17 -0.43 -0.56
C 2.6594 1.2909 -0.3424 0.20 0.32 -0.94 2.58
C -3.3822 2.7435 1.9719 -0.11 -0.18 -1.42 0.32
C 1.0092 1.7322 -2.4039 -0.15 0.14 -0.43 -0.77
C 1.2015 -3.7747 1.1596 0.22 -1.00 -0.48 0.01
C 0.0531 3.6765 -1.6423 0.08 0.28 0.46 -0.41
C -2.9527 2.5508 -0.4103 -0.18 0.13 0.44 0.70
C -1.3051 1.6675 1.2200 0.16 -0.99 -1.00 -1.91
C -4.1751 3.1435 -0.6699 -0.15 0.38 -0.27 -1.18
C -0.5715 -1.9636 -0.7463 -0.01 -2.02 -1.51 0.32
H -0.6266 4.5263 -1.4846 0.38 -0.54 -0.24 0.48
H 1.4618 3.9142 0.0923 -0.18 -0.15 -0.35 0.43
H 0.2716 -2.6390 -0.8621 -0.13 0.20 0.36 0.58
H -0.5889 -6.2601 -0.3773 0.43 0.27 0.01 0.39
H -0.1278 -2.4687 2.1537 1.24 0.05 0.59 0.18
H -5.1432 3.7880 2.5355 -0.08 0.02 -0.13 0.44
H -2.5661 0.4444 -1.8339 -0.09 0.21 0.09 0.98
H 3.7545 3.0258 0.2071 0.07 -0.28 0.65 0.43
H 1.2995 -6.0833 -2.0055 0.17 0.28 0.47 0.37
H 1.1534 0.8535 -3.0439 0.24 0.49 0.53 0.66
H -5.9071 4.1321 0.1589 0.22 -0.20 0.12 0.39
H 3.0650 -0.0438 -2.0418 0.07 0.21 0.36 0.33
H 3.1566 -3.0581 0.5012 -0.52 -0.33 -0.04 0.41
H 4.3630 0.0292 -0.8290 -0.01 -0.02 0.01 0.42
H -3.5256 -0.7799 0.3515 0.13 -0.16 -0.09 0.56
H 3.2417 -4.5751 -1.4953 -0.38 0.04 0.37 0.39
H -0.2537 -0.6168 -2.5096 0.07 0.00 0.22 0.81
H -1.7915 -2.7597 0.9653 0.03 0.18 -0.17 0.49
H 2.4547 -1.3973 2.8591 -0.15 -0.67 -0.22 0.30
H -4.4648 3.2468 -1.7137 -0.18 0.24 0.24 0.40
H -2.2714 2.3010 -1.2328 -0.42 -0.02 0.52 0.24
H -0.7730 2.6407 -3.4619 0.57 -0.05 0.65 0.48
H 2.6348 2.3693 1.5024 0.66 0.03 -0.18 0.36
H -0.4625 2.3663 1.2954 -0.03 -0.02 0.19 0.66
H 4.0409 1.4355 -1.8779 0.39 -0.46 -0.15 0.47
H 0.8505 1.1220 0.3600 -0.81 -0.94 -0.15 -0.05
H -1.3699 0.9915 2.0806 -0.22 1.19 0.40 0.86
H 1.1038 -3.2216 3.2678 -0.08 0.43 -0.64 0.43
H -0.6216 -4.7987 1.6325 0.11 -0.06 -0.23 0.57
H 4.1928 1.5028 1.0806 -0.32 0.49 0.24 0.43
H 1.5691 -0.4902 -0.4304 -0.37 0.46 -0.80 0.14
```
Positions in Å, forces in eV/Å.